No. 1
Formula: C5H35NO13S
Source: the OMol25 dataset
Level of theory: ωB97M-V/def2-TZVPD

```
! RIJCOSX wB97M-V def2-TZVPD def2/J DEFGRID3
* xyz 0 1
C 0.13822 1.95845 -0.41447
C -0.63360 3.06829 0.29423
S -0.44930 2.98106 2.10047
C -0.55131 0.64269 -0.16382
N -1.65239 0.49152 -0.96788
C -2.58254 -0.58959 -1.00673
C -2.15367 -1.39446 -2.24920
O -0.29471 -0.12457 0.76036
H 1.25027 1.78134 -0.01828
H 0.27351 2.13624 -1.60261
H -1.69343 3.08662 0.07630
H -0.03698 4.04186 -0.08386
H -1.30335 1.87072 2.43199
H -1.79445 1.22782 -1.56338
H -3.67573 -0.23058 -1.18682
H -2.46327 -1.12444 0.01636
H -2.92817 -2.08377 -2.62414
H -1.68419 -0.83968 -3.00240
H -1.34576 -1.99643 -2.05482
H -4.10022 1.37097 0.67066
H -3.36425 2.42772 1.59296
O -3.20817 1.59502 1.06162
H -2.62879 3.82996 -1.75304
H -2.04467 3.67054 -3.07698
O -1.78157 3.44337 -2.14873
H 0.79159 -3.45346 1.07995
H 0.05077 -3.58834 2.43052
O 0.94652 -3.53439 2.01021
H 1.67727 -2.10610 2.35488
H 1.05097 -0.95221 1.52879
O 1.85122 -1.24507 1.93943
H 0.35754 0.11636 -3.65902
H 1.45662 1.00840 -3.35920
O 0.52783 1.15580 -3.62062
H 3.27932 -2.35841 1.09465
H 4.59086 -1.90309 0.21195
O 4.16161 -2.71327 0.68185
H 3.28755 0.89906 0.40415
H 4.71878 0.71050 0.13590
O 4.08091 1.34581 -0.03747
H -1.41055 -1.75265 1.43733
H -0.69670 -1.78224 2.82687
O -1.57767 -2.03333 2.34346
H -3.32319 0.03231 2.44362
H -2.71068 -0.76002 3.76037
O -3.58243 -0.61698 3.27724
H 3.16351 1.11652 -1.67106
H 1.84191 0.25981 -1.93252
O 2.67760 0.52513 -2.25664
H 1.92160 -2.46302 -3.32841
H 1.72885 -0.99566 -2.74669
O 1.30524 -1.90654 -2.89260
H 2.43295 -3.64417 -1.00009
H 2.22059 -4.51418 0.29252
O 1.71394 -4.17702 -0.58298
*
```

Output
**Frontier orbital gap**: 8.886 eV
**Energy relative to the best compared isomer or geometry (same formula, charge and spin)**: 89.7 kcal/mol
**E_tot**: -1642.45102 a.u.
**LUMO**: -0.00952 hartree


No. 2
Formula: C5H36N2O13
Source: the OMol25 dataset
Level of theory: ωB97M-V/def2-TZVPD

```
! RIJCOSX wB97M-V def2-TZVPD def2/J DEFGRID3
* xyz -1 2
C -0.26518 2.19181 -1.39672
C 0.52547 0.95003 -2.03554
N 0.34246 -0.00445 -0.88263
C 2.87970 -0.72289 -0.76594
C 1.44642 -1.09347 -0.91701
C 0.98171 -1.94327 0.28425
N 0.34791 -3.10083 -0.03955
O 1.07076 -1.57895 1.50804
H -0.15137 3.11879 -1.97070
H 0.21876 2.32307 -0.48226
H -1.32087 1.94296 -1.21185
H 0.00821 0.53436 -2.86583
H 1.51107 1.03236 -1.98470
H 0.35566 0.51136 -0.01465
H 3.12349 0.32640 -0.70584
H 3.48459 -1.01465 -1.64552
H 3.33372 -1.12003 0.15285
H 1.35043 -1.69324 -1.86429
H -0.26757 -3.60630 0.58443
H 0.61466 -3.48027 -0.93575
H -0.66207 0.99705 2.02046
H -0.44771 0.26756 3.24140
O 0.11284 0.90840 2.76295
H -2.93602 -1.08408 3.98725
H -3.00625 0.43667 3.60500
O -3.49097 -0.31353 3.95391
H -3.01806 -1.54514 -3.04650
H -2.20699 -2.87758 -3.39269
O -2.84460 -2.13283 -3.76896
H -3.13064 -1.19286 -0.15321
H -1.68306 -0.79617 -0.81098
O -2.38481 -0.56083 -0.13200
H -0.82868 0.10169 -5.40022
H -2.03857 -0.78632 -4.88931
O -1.09632 -0.56513 -4.86752
H 3.25722 1.15460 1.69464
H 4.32970 2.21655 1.39448
O 3.55719 1.86348 1.09458
H -1.84506 -2.55712 1.65169
H -1.63592 -1.04447 1.32940
O -1.51609 -1.73212 1.97773
H 1.08410 4.24524 0.16219
H 2.22563 4.36617 -0.69462
O 1.37539 4.75338 -0.46559
H 2.65850 -0.05314 3.60638
H 2.34869 -0.39259 2.16288
O 3.07091 -0.13307 2.66288
H -0.20225 -2.12750 -3.69779
H 0.51874 -3.41154 -3.92430
O -0.14001 -3.02022 -3.33045
H -2.27593 2.33431 1.19266
H -2.79107 0.79437 0.92756
O -2.78660 1.57702 1.56663
H 0.55396 3.95365 2.95820
H 0.66627 2.69722 2.31614
O 0.14272 3.54346 2.30586
*
```

Output
**Frontier orbital gap (alpha / beta)**: 2.596 / 9.256 eV
**Energy relative to the best compared isomer or geometry (same formula, charge and spin)**: 95.2 kcal/mol
**E_tot**: -1299.63752 a.u.
**LUMO (alpha / beta)**: 0.09284 / 0.09098 hartree
**<S²>**: 0.751


No. 3
Formula: C5H36N2O13
Source: the OMol25 dataset
Level of theory: ωB97M-V/def2-TZVPD

```
! RIJCOSX wB97M-V def2-TZVPD def2/J DEFGRID3
* xyz 0 1
C -1.75507 -0.12179 -0.77954
N -0.59812 -1.02124 -0.66420
C -0.99166 -2.37073 -0.30362
C 0.45070 -0.59760 0.27997
C 1.73742 -1.03101 -0.35429
N 2.29217 -0.38510 -1.38075
C 1.85214 0.83498 -2.01620
O 2.27748 -2.09808 0.01431
H -2.31232 -0.00970 0.15523
H -2.37103 -0.67225 -1.49215
H -1.45105 0.82879 -1.18191
H -1.56311 -2.49199 0.62861
H -0.16872 -3.06913 -0.17115
H -1.61838 -2.80599 -1.08914
H 0.55726 0.48347 0.40588
H 0.35941 -0.91987 1.30725
H 3.07957 -0.82116 -1.83522
H 1.05317 1.32039 -1.46187
H 1.44936 0.64994 -3.01339
H 2.66652 1.54557 -2.14811
H 0.97593 -0.22267 3.48396
H 1.48357 -1.60168 3.67695
O 1.79192 -0.73732 3.37920
H 2.82701 -3.15552 -1.12664
H 2.75472 -4.44083 -2.02814
O 3.26703 -3.64734 -1.86698
H -0.49865 3.86352 -0.87659
H -0.21326 3.79070 0.62098
O -0.87805 4.10215 -0.01795
H -3.54174 2.01100 3.01604
H -2.75019 3.02228 2.34174
O -2.80119 2.60095 3.20568
H -2.47678 3.39112 0.49988
H -3.63338 3.12128 -0.45622
O -3.26581 2.81578 0.37385
H 0.79228 -1.95758 -2.71308
H 1.68400 -2.38936 -3.86486
O 0.88961 -1.87678 -3.67220
H -1.50989 3.42221 -2.65039
H -0.72920 2.05312 -3.03910
O -0.66349 2.98470 -2.74694
H -1.13246 0.07297 2.67114
H -1.34214 1.40132 3.21025
O -0.64250 0.92935 2.71758
H -1.66707 -1.39653 4.19543
H -1.36595 -2.18317 2.90896
O -1.82945 -1.40314 3.24571
H 0.23740 1.90629 1.53475
H 1.65521 2.50398 1.74088
O 0.95082 2.40956 1.09350
H -0.56080 -0.35173 -3.25623
H -1.34257 0.21902 -4.44824
O -1.03591 0.43675 -3.56293
H 0.41533 -3.84728 2.08209
H 1.10558 -2.59127 1.59567
O 0.54191 -2.92173 2.32110
*
```

Output
**Frontier orbital gap**: 9.406 eV
**Energy relative to the best compared isomer or geometry (same formula, charge and spin)**: 58.6 kcal/mol
**E_tot**: -1299.76308 a.u.
**LUMO**: 0.00684 hartree


No. 4
Formula: C5H36N2O13
Source: the OMol25 dataset
Level of theory: ωB97M-V/def2-TZVPD

```
! RIJCOSX wB97M-V def2-TZVPD def2/J DEFGRID3
* xyz 1 2
C 1.74418 0.14963 4.20695
N 1.80352 0.57929 2.83629
C 2.50728 -0.37762 2.00152
C 2.00178 -1.81163 2.03369
C 0.67851 1.28791 2.13933
C -0.69769 0.70419 2.56840
N -1.89131 1.23981 1.82163
O 0.94051 0.65751 4.93828
H 2.60797 -0.46934 4.49083
H 3.57654 -0.34540 2.27422
H 2.59986 -0.04172 0.97491
H 2.03302 -2.28742 3.01971
H 2.48407 -2.47124 1.31720
H 0.91956 -1.81728 1.90700
H 0.89536 2.27567 2.57563
H 0.76579 1.25380 1.07700
H -0.61031 -0.31501 2.19734
H -0.85234 0.78241 3.63405
H -2.14216 2.21644 2.02150
H -2.71946 0.61211 2.08599
H 2.61549 1.37103 -3.05116
H 2.78470 2.26689 -1.77208
O 2.53349 2.29964 -2.72129
H -1.15209 3.98980 -1.38441
H -1.69465 1.06262 0.81607
O -1.55022 3.34865 -0.78903
H 1.37439 -0.15523 -4.04243
H 2.86490 -0.80821 -3.59103
O 2.34035 -0.04235 -3.97139
H -3.46165 -0.83811 -1.07047
H -1.97700 0.12951 -1.30962
O -2.84314 -0.23260 -0.54318
H -1.92249 -1.22815 3.27301
H -1.57154 -2.04553 1.99505
O -2.13448 -2.05291 2.80188
H -0.28472 -2.68309 -1.61936
H -0.34859 -1.62640 -2.82579
O 0.16715 -2.35860 -2.40656
H -0.36872 -2.23735 0.25381
H -1.79052 -1.42262 0.05634
O -1.33346 -2.29271 0.21477
H 3.11041 -2.92264 -2.49347
H 1.93600 -1.88407 -2.40083
O 2.91307 -2.01112 -2.23660
H -0.06289 2.27811 -3.92291
H 0.83152 2.76987 -2.83712
O -0.11413 2.76209 -3.08887
H -1.14554 2.47238 -1.05715
H -1.25300 1.42116 -2.33700
O -1.00449 0.89062 -1.51112
H -1.13785 -0.07480 -4.58909
H -0.62875 0.36593 -3.19126
O -0.51951 -0.28365 -3.89541
H -3.96225 -0.48107 0.92017
H -3.75701 -1.18960 2.30778
O -4.09749 -0.37962 1.89824
*
```

Output
**Frontier orbital gap (alpha / beta)**: 7.566 / 2.920 eV
**Energy relative to the best compared isomer or geometry (same formula, charge and spin)**: 61.5 kcal/mol
**E_tot**: -1299.33382 a.u.
**LUMO (alpha / beta)**: -0.17453 / -0.34517 hartree
**<S²>**: 0.767


No. 5
Formula: C5H36N3O11
Source: the OMol25 dataset
Level of theory: ωB97M-V/def2-TZVPD

```
! RIJCOSX wB97M-V def2-TZVPD def2/J DEFGRID3
* xyz 1 1
C 1.36106 0.31074 0.61990
C -0.03491 0.87139 0.70700
C -0.43079 1.87196 1.87309
C -1.52540 2.79120 1.34729
N -1.23052 3.39843 0.06008
C -2.20961 3.75007 -0.81922
N -1.87765 3.91845 -2.04689
N 1.43679 -1.04366 1.24793
H 1.91163 1.02956 1.28550
H 1.88155 0.48873 -0.31962
H -0.75778 0.03176 0.79483
H -0.23718 1.33748 -0.27335
H 0.46512 2.26968 2.36354
H -0.85859 1.25716 2.67603
H -2.41840 2.14213 1.26348
H -1.86348 3.54152 2.08232
H -0.25331 3.51762 -0.10736
H -3.21847 3.73508 -0.38253
H -2.64273 4.24106 -2.63838
H 2.31694 -1.54392 1.11077
H 1.21996 -1.06100 2.27382
H 0.69836 -1.55574 0.69216
H -2.60255 -0.04125 -2.02832
H -1.56479 -0.77716 -2.95855
O -1.82285 -0.60438 -2.03534
H -0.37263 -1.22700 3.97891
H 0.69181 0.00523 4.39244
O 0.52510 -0.79038 3.88458
H -0.45747 3.50691 -4.44057
H -0.41862 2.83764 -3.07067
O -0.31024 2.65956 -4.01198
H 3.81961 0.77155 2.98458
H 4.39685 -0.58256 2.90972
O 3.56007 -0.12947 2.74259
H -1.85112 -2.73304 4.66448
H -1.73261 -2.31534 3.22367
O -1.80363 -1.92462 4.13062
H -1.44878 -3.43317 1.04656
H -2.67833 -4.02791 1.95248
O -1.98983 -3.37228 1.84184
H 4.23622 0.42784 -2.80237
H 2.55822 0.76239 -2.73262
O 3.47739 0.97538 -2.63502
H 1.06902 -3.97614 -0.99387
H 2.20665 -4.65222 -0.03303
O 1.62527 -3.91829 -0.22211
H -1.30910 -1.65377 -0.75163
H 0.09869 -2.51600 -0.89045
O -0.60710 -2.18199 -0.32324
H 1.68849 -3.10978 -3.04420
H 0.31593 -2.44690 -3.22226
O 0.89105 -2.86430 -2.56215
H -0.15728 1.01607 -3.76240
H -1.17399 0.73443 -4.83282
O -0.59206 0.28124 -4.20927
*
```

Output
**Frontier orbital gap**: 9.185 eV
**Energy relative to the best compared isomer or geometry (same formula, charge and spin)**: 62.2 kcal/mol
**E_tot**: -1203.77615 a.u.
**LUMO**: -0.08303 hartree


No. 6
Formula: C5H36NO14
Source: the OMol25 dataset
Level of theory: ωB97M-V/def2-TZVPD

```
! RIJCOSX wB97M-V def2-TZVPD def2/J DEFGRID3
* xyz -1 1
C -2.71701 0.02001 -0.96800
C -1.17188 0.08385 -1.05575
C -0.67656 1.30062 -0.30841
C -0.93530 2.62976 -1.02234
O 0.17254 3.15618 -1.79222
N -0.63639 -1.27248 -0.65369
C 0.68380 -1.50900 -1.27329
O 1.66965 -1.09685 -0.37677
H -3.07397 1.00734 -0.66806
H -3.26964 -0.28826 -1.84116
H -2.91013 -0.61388 -0.12219
H -0.91925 0.07500 -2.11257
H -1.12038 1.33372 0.69243
H 0.40503 1.24220 -0.13510
H -1.33230 3.38415 -0.33204
H -1.64096 2.54101 -1.85287
H -0.37827 -1.16988 0.32913
H 0.81789 -1.10420 -2.27555
H 0.80581 -2.59675 -1.44718
H 2.68198 -0.09879 -0.56548
H 0.21944 1.39827 2.14488
H 0.41757 1.13412 3.63110
O -0.21430 1.48674 3.00298
H 1.27772 0.41479 -4.60122
H 0.70704 -0.99266 -5.08166
O 0.70876 -0.06937 -5.25797
H 3.10629 4.04679 -2.12524
H 4.17902 -0.10985 -0.90588
O 3.50765 0.55955 -0.69911
H -2.86953 -2.07855 0.26667
H -1.89691 -2.96359 1.12535
O -2.79975 -2.64355 1.04273
H 1.78962 -1.16512 1.08714
H 2.53647 -2.05676 2.16123
O 1.90514 -1.34688 2.11596
H 2.49637 0.42728 2.42469
H 3.09024 1.34194 1.21948
O 2.43279 1.27153 1.94929
H -1.08454 -2.06021 3.13125
H 0.35171 -1.99624 2.45729
O -0.48934 -2.50763 2.52008
H -3.27667 1.04853 1.92012
H -3.25235 -0.55045 1.83635
O -3.77754 0.24761 1.80346
H -0.04181 -5.00792 -0.27147
H -0.50871 -4.04280 0.73807
O -0.79394 -4.86262 0.31241
H 3.24407 3.12005 -0.82874
H 1.03348 2.99841 -1.38330
O 2.86669 3.91664 -1.19652
H -1.34038 0.14333 3.83596
H -2.81501 -0.29956 4.18617
O -1.89030 -0.58616 4.16331
H 2.33823 1.41756 -2.72542
H 0.81742 1.89084 -2.87889
O 1.57068 1.45222 -3.33940
*
```

Output
**Frontier orbital gap**: 8.337 eV
**Energy relative to the best compared isomer or geometry (same formula, charge and spin)**: 45.1 kcal/mol
**E_tot**: -1320.28101 a.u.
**LUMO**: 0.09672 hartree


No. 7
Formula: C5H37N2O11S
Source: the OMol25 dataset
Level of theory: ωB97M-V/def2-TZVPD

```
! RIJCOSX wB97M-V def2-TZVPD def2/J DEFGRID3
* xyz 1 1
N 0.73812 1.04841 -0.55504
C -0.20207 0.04912 0.18846
C -1.59485 0.53538 -0.18925
S -1.89159 2.19809 0.39079
C 0.29959 -1.26864 -0.39033
N 1.74792 -1.41986 -0.31702
C 2.08083 -1.72604 1.07543
C 2.22152 -2.49595 -1.19696
H 0.54501 2.01508 -0.21698
H 1.71732 0.78630 -0.44294
H 0.34076 1.05250 -1.49495
H 0.02971 0.17370 1.23113
H -1.81525 0.34977 -1.23676
H -2.30417 -0.09858 0.34309
H -2.68820 1.94660 1.44907
H -0.03454 -1.27933 -1.43972
H -0.32603 -2.10475 -0.04843
H 3.14422 -1.86041 1.29556
H 1.63940 -2.65908 1.45868
H 1.72281 -0.95492 1.75571
H 3.27860 -2.28074 -1.36084
H 1.73876 -2.37771 -2.16657
H 2.12516 -3.52301 -0.83834
H -4.27491 0.33932 1.78240
H -3.64728 0.08191 3.22561
O -3.50333 0.05025 2.27619
H -1.01005 -4.43932 -2.30591
H 0.20832 -4.46313 -1.21792
O -0.71386 -4.61703 -1.41554
H 4.24688 1.47094 0.61192
H 3.72010 0.11186 -0.07146
O 3.85306 1.05764 -0.15973
H 3.02272 1.91079 -1.92842
H 3.77409 1.29372 -3.05611
O 2.88602 1.32204 -2.68121
H 1.20721 4.16079 0.32390
H 1.85203 3.11292 1.37996
O 1.62577 3.30895 0.45911
H -1.51033 3.36473 -2.96853
H -0.91065 2.00132 -3.25472
O -1.34780 2.51820 -2.54915
H -2.09220 -2.90176 2.17389
H -1.15088 -3.63558 1.54493
O -1.23747 -3.28208 2.44863
H 0.95016 2.60846 3.71362
H -0.03714 3.55980 2.97275
O 0.88134 3.29700 3.04719
H -3.82448 -3.34198 0.14671
H -2.87081 -3.51974 -1.07734
O -2.90885 -3.31549 -0.14430
H -1.06811 -1.34363 4.06996
H -1.45389 -0.81929 2.76029
O -0.82177 -0.63284 3.46421
H 1.13175 1.38668 -3.89131
H 0.37828 0.72688 -5.00618
O 0.22423 1.23898 -4.20374
*
```

Output
**Frontier orbital gap**: 9.691 eV
**Energy relative to the best compared isomer or geometry (same formula, charge and spin)**: 58.9 kcal/mol
**E_tot**: -1547.79816 a.u.
**LUMO**: -0.08233 hartree


No. 8
Formula: C5H37N2O13
Source: the OMol25 dataset
Level of theory: ωB97M-V/def2-TZVPD

```
! RIJCOSX wB97M-V def2-TZVPD def2/J DEFGRID3
* xyz -1 1
C 0.73245 0.54190 -0.64310
O 1.47605 1.72483 -0.40139
C 1.34448 -0.16589 -1.87012
C 0.27489 -0.50203 -2.91140
C -0.44649 -1.81944 -2.60934
C -1.39314 -1.78252 -1.40530
N -2.55857 -0.86407 -1.57035
N 2.37268 0.67976 -2.53757
H -0.34643 0.80514 -0.76837
H 0.79559 -0.09649 0.29022
H 1.91790 -1.07108 -1.53909
H 0.76101 -0.61269 -3.89644
H -0.43580 0.28742 -2.97644
H 0.27577 -2.59887 -2.39914
H -1.00499 -2.18748 -3.51591
H -1.82094 -2.80263 -1.21020
H -0.85686 -1.44971 -0.44486
H -3.21062 -1.12797 -2.33361
H -2.29455 0.05247 -1.77786
H 1.95810 1.49813 -3.03250
H 3.02105 1.07260 -1.86448
H -0.09294 -0.64785 2.03602
H 0.73945 -1.70517 3.00717
O 0.60934 -1.52768 2.08033
H 2.09104 1.06519 2.87386
H 0.60339 0.80050 3.02756
O 1.38893 1.06752 3.46989
H 0.92111 2.98190 2.37655
H -0.17728 1.89953 1.91670
O 0.27609 2.80169 1.73549
H -0.35652 2.75170 -2.40856
H 0.91419 2.79351 -1.66299
O 0.50925 3.13109 -2.46939
H -2.54422 2.70245 -2.37454
H 1.04609 2.24809 0.32228
O -1.91692 2.07926 -2.05832
H 0.15560 -2.81939 1.10789
H 0.51198 -4.33551 0.94374
O -0.06419 -3.64303 0.58481
H 2.70761 1.37410 0.74533
H 3.36098 0.20309 1.47213
O 3.24412 1.13980 1.53629
H -2.75169 -2.80074 1.44733
H -1.72297 -3.77608 1.09106
O -2.61716 -3.74250 1.42559
H -1.97196 2.15459 -1.05813
H -1.54180 3.01346 0.89917
O -2.10395 2.29533 0.59381
H -2.10476 -0.51042 1.55245
H -3.11436 -0.89791 0.41443
O -2.89805 -1.06356 1.35823
H 2.88820 -1.39010 0.03903
H 2.13415 -1.56222 1.35113
O 3.05001 -1.46891 0.97766
H -1.77610 1.55098 1.10043
H -1.32797 0.49665 2.93525
O -0.84380 0.49353 2.13004
*
```

Output
**Frontier orbital gap**: 9.304 eV
**Energy relative to the best compared isomer or geometry (same formula, charge and spin)**: 17.3 kcal/mol
**E_tot**: -1300.45945 a.u.
**LUMO**: 0.10175 hartree